The following is a DFT calculation (wB97M-V/def2-TZVPD) of a cluster of 20 separate species, C40H120O40 in total.

Last columns: bonded neighbours and bond lengths (Å).
Atoms and positions in Å:
1 O 2.70 4.32 -5.21  C50 1.435, H134 0.960
2 O -3.52 2.31 4.05  C75 1.369, H196 0.960
3 O 1.56 0.55 -1.18  C48 1.416, H98 0.960
4 O -2.49 -5.73 -0.53  C59 1.445, H152 0.960
5 O -4.64 -5.94 3.92  C76 1.456, H109 0.960
6 O 3.24 -0.52 -4.46  C46 1.421, H149 0.960
7 O -4.92 -0.11 0.79  C80 1.401, H81 0.960
8 O 1.84 7.32 0.71  C51 1.485, H194 0.960
9 O 3.33 -6.11 -0.55  C67 1.429, H129 0.960
10 O -7.40 -1.05 -0.12  C78 1.442, H178 0.960
11 O 3.59 -2.12 -0.02  C53 1.380, H130 0.960
12 O 6.08 -1.09 -0.48  C52 1.423, H188 0.960
13 O -2.11 -2.61 2.26  C47 1.430, H95 0.960
14 O 6.81 1.36 -1.20  C44 1.446, H99 0.960
15 O -1.45 4.36 4.93  C77 1.352, H158 0.960
16 O -1.80 3.91 2.15  C68 1.491, H171 0.960
17 O -6.90 -4.05 -0.65  C66 1.462, H183 0.960
18 O 3.34 -6.40 -3.44  C69 1.400, H181 0.960
19 O 8.18 2.23 -3.66  C42 1.397, H150 0.960
20 O -6.81 -0.75 -4.63  C73 1.384, H157 0.960
21 O 5.05 7.36 0.89  C55 1.444, H136 0.960
22 O -0.87 -3.99 -2.50  C79 1.439, H170 0.960
23 O 0.86 6.16 -1.61  C43 1.372, H191 0.960
24 O 1.81 1.28 4.02  C61 1.432, H117 0.960
25 O -5.66 -2.94 -2.81  C71 1.457, H88 0.960
26 O 0.37 -1.62 3.67  C64 1.400, H146 0.960
27 O -3.62 1.69 -4.06  C72 1.477, H103 0.960
28 O 0.06 3.32 -1.01  C41 1.435, H145 0.960
29 O -6.09 1.14 4.97  C56 1.384, H97 0.960
30 O 2.53 3.52 -2.33  C58 1.402, H127 0.960
31 O -1.95 -5.55 2.48  C60 1.408, H179 0.960
32 O -2.51 1.52 0.64  C74 1.428, H197 0.960
33 O -2.44 4.21 -4.89  C57 1.402, H101 0.960
34 O 3.99 -3.14 -5.71  C70 1.477, H154 0.960
35 O -3.28 -0.14 2.96  C65 1.428, H87 0.960
36 O 4.55 0.65 3.17  C54 1.414, H142 0.960
37 O 3.55 3.45 2.86  C63 1.414, H94 0.960
38 O -1.25 -0.64 0.77  C45 1.400, H174 0.960
39 O 7.98 -3.54 0.02  C62 1.409, H89 0.960
40 O 2.75 -4.62 1.77  C49 1.402, H90 0.960
41 C -0.80 4.46 -1.09  O28 1.435, C43 1.507, H159 1.090, H162 1.090
42 C 7.69 3.05 -2.64  O19 1.397, C44 1.481, H91 1.090, H131 1.090
43 C -0.27 5.51 -2.04  O23 1.372, C41 1.507, H128 1.090, H182 1.090
44 C 6.49 2.56 -1.93  O14 1.446, C42 1.481, H82 1.090, H85 1.090
45 C -0.45 -0.60 -0.38  O38 1.400, C48 1.544, H106 1.090, H164 1.090
46 C 2.90 -1.79 -3.91  O6 1.421, C70 1.541, H126 1.090, H140 1.090
47 C -3.46 -2.57 2.71  O13 1.430, C65 1.519, H190 1.090, H195 1.090
48 C 0.79 0.25 -0.04  O3 1.416, C45 1.544, H133 1.090, H163 1.090
49 C 2.34 -3.28 1.74  O40 1.402, C53 1.524, H96 1.090, H116 1.090
50 C 3.39 3.20 -4.63  O1 1.435, C58 1.508, H115 1.090, H189 1.090
51 C 2.81 6.20 0.76  O8 1.485, C55 1.489, H125 1.090, H137 1.090
52 C 6.78 -2.00 -1.31  O12 1.423, C62 1.511, H92 1.090, H151 1.090
53 C 3.43 -2.30 1.34  O11 1.380, C49 1.524, H193 1.090, H199 1.090
54 C 4.80 1.57 2.12  O36 1.414, C63 1.511, H144 1.090, H187 1.090
55 C 4.12 6.41 1.45  O21 1.444, C51 1.489, H107 1.090, H168 1.090
56 C -5.88 2.23 4.15  O29 1.384, C75 1.515, H143 1.090, H192 1.090
57 C -1.64 3.07 -4.73  O33 1.402, C72 1.568, H118 1.090, H175 1.090
58 C 2.69 2.66 -3.42  O30 1.402, C50 1.508, H114 1.090, H139 1.090
59 C -2.55 -4.29 -0.62  O4 1.445, C79 1.529, H176 1.090, H186 1.090
60 C -2.19 -5.71 3.86  O31 1.408, C76 1.548, H84 1.090, H173 1.090
61 C 1.06 0.40 4.87  O24 1.432, C64 1.535, H104 1.090, H138 1.090
62 C 6.80 -3.40 -0.74  O39 1.409, C52 1.511, H160 1.090, H169 1.090
63 C 3.62 2.47 1.84  O37 1.414, C54 1.511, H119 1.090, H198 1.090
64 C -0.08 -0.44 4.27  O26 1.400, C61 1.535, H123 1.090, H155 1.090
65 C -3.77 -1.34 3.55  O35 1.428, C47 1.519, H93 1.090, H100 1.090
66 C -8.15 -3.49 -0.13  O17 1.462, C78 1.597, H148 1.090, H153 1.090
67 C 2.47 -5.42 -1.46  O9 1.429, C69 1.511, H110 1.090, H147 1.090
68 C -0.61 3.52 2.96  O16 1.491, C77 1.514, H105 1.090, H172 1.090
69 C 2.19 -6.31 -2.64  O18 1.400, C67 1.511, H86 1.090, H132 1.090
70 C 4.00 -2.80 -4.27  O34 1.477, C46 1.541, H102 1.090, H161 1.090
71 C -5.46 -1.50 -2.73  O25 1.457, C73 1.514, H141 1.090, H167 1.090
72 C -2.22 2.03 -3.71  O27 1.477, C57 1.568, H111 1.090, H184 1.090
73 C -6.59 -0.65 -3.27  O20 1.384, C71 1.514, H180 1.090, H185 1.090
74 C -3.58 1.53 -0.31  O32 1.428, C80 1.516, H108 1.090, H122 1.090
75 C -4.62 3.02 4.46  O2 1.369, C56 1.515, H113 1.090, H200 1.090
76 C -3.39 -6.67 4.04  O5 1.456, C60 1.548, H120 1.090, H124 1.090
77 C -0.34 4.40 4.16  O15 1.352, C68 1.514, H112 1.090, H165 1.090
78 C -7.89 -2.14 0.68  O10 1.442, C66 1.597, H156 1.090, H166 1.090
79 C -2.21 -3.76 -2.02  O22 1.439, C59 1.529, H135 1.090, H177 1.090
80 C -4.89 1.23 0.39  O7 1.401, C74 1.516, H83 1.090, H121 1.090
81 H -4.20 -0.25 1.41  O7 0.960
82 H 5.62 2.32 -2.55  C44 1.090
83 H -5.61 1.35 -0.42  C80 1.090
84 H -2.48 -4.76 4.31  C60 1.090
85 H 6.01 3.33 -1.33  C44 1.090
86 H 1.30 -5.97 -3.17  C69 1.090
87 H -3.47 0.61 3.52  O35 0.960
88 H -5.88 -3.20 -3.71  O25 0.960
89 H 7.94 -4.35 0.52  O39 0.960
90 H 2.78 -5.06 0.91  O40 0.960
91 H 7.51 4.05 -3.03  C42 1.090
92 H 6.28 -2.14 -2.27  C52 1.090
93 H -3.36 -1.50 4.54  C65 1.090
94 H 2.88 3.10 3.45  O37 0.960
95 H -2.00 -2.00 1.53  O13 0.960
96 H 1.51 -3.26 1.03  C49 1.090
97 H -6.47 1.45 5.80  O29 0.960
98 H 2.42 0.21 -0.91  O3 0.960
99 H 7.66 1.54 -0.80  O14 0.960
100 H -4.84 -1.36 3.76  C65 1.090
101 H -2.03 4.86 -5.47  O33 0.960
102 H 5.02 -2.46 -4.05  C70 1.090
103 H -3.65 1.51 -5.00  O27 0.960
104 H 1.64 -0.27 5.50  C61 1.090
105 H 0.24 3.49 2.27  C68 1.090
106 H -0.99 -0.14 -1.20  C45 1.090
107 H 4.75 5.52 1.55  C55 1.090
108 H -3.37 0.88 -1.16  C74 1.090
109 H -4.87 -5.81 2.99  O5 0.960
110 H 1.53 -5.29 -0.92  C67 1.090
111 H -2.32 2.39 -2.69  C72 1.090
112 H -0.15 5.41 3.79  C77 1.090
113 H -4.56 3.45 5.46  C75 1.090
114 H 1.71 2.24 -3.67  C58 1.090
115 H 4.36 3.60 -4.34  C50 1.090
116 H 2.05 -3.03 2.76  C49 1.090
117 H 2.70 0.96 3.85  O24 0.960
118 H -1.55 2.62 -5.72  C57 1.090
119 H 2.68 1.94 1.71  C63 1.090
120 H -3.34 -7.55 3.39  C76 1.090
121 H -4.98 1.88 1.26  C80 1.090
122 H -3.59 2.54 -0.73  C74 1.090
123 H -0.58 0.24 3.58  C64 1.090
124 H -3.34 -7.16 5.01  C76 1.090
125 H 2.96 5.94 -0.29  C51 1.090
126 H 1.93 -2.07 -4.33  C46 1.090
127 H 1.97 3.04 -1.72  O30 0.960
128 H -1.04 6.24 -2.26  C43 1.090
129 H 3.96 -6.62 -1.05  O9 0.960
130 H 4.46 -1.75 -0.17  O11 0.960
131 H 8.55 3.01 -1.98  C42 1.090
132 H 1.88 -7.31 -2.36  C69 1.090
133 H 0.38 1.23 0.24  C48 1.090
134 H 2.68 4.98 -4.51  O1 0.960
135 H -2.28 -2.68 -2.16  C79 1.090
136 H 5.39 7.91 1.60  O21 0.960
137 H 2.24 5.35 1.15  C51 1.090
138 H 0.57 1.14 5.50  C61 1.090
139 H 3.23 1.80 -3.01  C58 1.090
140 H 2.71 -1.80 -2.83  C46 1.090
141 H -4.57 -1.23 -3.30  C71 1.090
142 H 5.36 0.24 3.48  O36 0.960
143 H -5.89 2.00 3.09  C56 1.090
144 H 5.59 2.27 2.40  C54 1.090
145 H -0.18 2.71 -0.31  O28 0.960
146 H -0.42 -2.02 3.31  O26 0.960
147 H 2.94 -4.48 -1.77  C67 1.090
148 H -8.77 -3.20 -0.98  C66 1.090
149 H 4.19 -0.45 -4.38  O6 0.960
150 H 8.80 1.69 -3.15  O19 0.960
151 H 7.82 -1.70 -1.47  C52 1.090
152 H -2.58 -6.06 0.36  O4 0.960
153 H -8.72 -4.28 0.36  C66 1.090
154 H 3.09 -3.43 -5.84  O34 0.960
155 H -0.86 -0.60 5.02  C64 1.090
156 H -7.14 -2.30 1.45  C78 1.090
157 H -7.32 0.02 -4.91  O20 0.960
158 H -1.54 5.04 5.60  O15 0.960
159 H -1.82 4.20 -1.38  C41 1.090
160 H 6.74 -4.19 -1.49  C62 1.090
161 H 3.96 -3.74 -3.72  C70 1.090
162 H -0.90 4.84 -0.07  C41 1.090
163 H 1.35 -0.09 0.83  C48 1.090
164 H -0.11 -1.57 -0.73  C45 1.090
165 H 0.51 4.07 4.76  C77 1.090
166 H -8.80 -1.79 1.18  C78 1.090
167 H -5.31 -1.26 -1.67  C71 1.090
168 H 3.94 6.78 2.46  C55 1.090
169 H 5.98 -3.59 -0.04  C62 1.090
170 H -0.92 -4.01 -3.45  O22 0.960
171 H -1.83 4.87 2.19  O16 0.960
172 H -0.77 2.46 3.15  C68 1.090
173 H -1.33 -6.05 4.44  C60 1.090
174 H -1.88 0.08 0.83  O38 0.960
175 H -0.61 3.40 -4.66  C57 1.090
176 H -1.82 -3.85 0.07  C59 1.090
177 H -2.90 -4.19 -2.75  C79 1.090
178 H -6.64 -0.64 0.31  O10 0.960
179 H -2.11 -4.62 2.28  O31 0.960
180 H -7.49 -0.89 -2.70  C73 1.090
181 H 4.02 -6.83 -2.91  O18 0.960
182 H -0.06 5.06 -3.01  C43 1.090
183 H -6.68 -3.58 -1.46  O17 0.960
184 H -1.47 1.23 -3.75  C72 1.090
185 H -6.38 0.41 -3.10  C73 1.090
186 H -3.50 -3.96 -0.20  C59 1.090
187 H 4.99 1.05 1.19  C54 1.090
188 H 6.23 -0.20 -0.80  O12 0.960
189 H 3.54 2.50 -5.45  C50 1.090
190 H -3.69 -3.51 3.21  C47 1.090
191 H 1.56 5.83 -2.19  O23 0.960
192 H -6.78 2.83 4.29  C56 1.090
193 H 3.23 -1.40 1.92  C53 1.090
194 H 1.29 7.08 -0.05  O8 0.960
195 H -4.02 -2.49 1.78  C47 1.090
196 H -2.77 2.90 4.06  O2 0.960
197 H -2.52 2.33 1.15  O32 0.960
198 H 3.76 3.07 0.93  C63 1.090
199 H 4.44 -2.43 1.74  C53 1.090
200 H -4.57 3.97 3.93  C75 1.090

Frontier orbital gap = 0.326 hartree
Total charge = 0
E = -4605.20137 a.u.
Energy relative to the best compared isomer or geometry (same formula, charge and spin) = 469.37 kJ/mol
LUMO energy = -0.09 eV
Spin multiplicity = 1